{"formula": "C20H31BrN3O4PRhS4", "method": "the ωB97M-V functional and the def2-TZVPD basis", "total_energy_ha": -5864.54647, "s2": 6.026, "total_charge": -1, "multiplicity": 5, "de_lowest_ev": 0.000, "orbital_gap_ev": [6.54, 5.55], "species": ["Rh", "O", "C", "S", "C", "C", "S", "S", "S", "C", "C", "C", "C", "P", "N", "C", "C", "C", "C", "C", "C", "C", "C", "H", "H", "H", "H", "H", "H", "H", "H", "H", "H", "H", "H", "H", "H", "H", "H", "H", "H", "H", "H", "H", "H", "H", "H", "H", "H", "H", "Br", "C", "C", "C", "C", "N", "C", "H", "H", "H", "H", "O", "N", "O", "O"], "xyz": [[-1.877, 1.230, -0.620], [-4.214, 7.669, 0.707], [-3.749, 6.572, 0.528], [-2.753, 6.145, -0.869], [-2.465, 4.463, -0.458], [-3.057, 4.010, 0.724], [-2.940, 2.467, 1.371], [-4.005, 5.200, 1.608], [-1.501, 3.563, -1.505], [3.726, -0.876, 0.715], [2.631, 0.143, 0.394], [2.697, 0.521, -1.096], [2.944, 1.442, 1.150], [0.841, -0.357, 0.781], [-0.085, 0.679, 0.116], [0.594, -2.157, 0.199], [1.117, -2.259, -1.242], [1.237, -3.269, 1.032], [-0.920, -2.419, 0.110], [0.594, -0.338, 2.659], [-0.694, -1.111, 2.984], [0.330, 1.116, 3.086], [1.734, -0.917, 3.502], [4.700, -0.416, 0.517], [3.661, -1.770, 0.096], [3.718, -1.185, 1.761], [3.657, 1.012, -1.287], [1.889, 1.213, -1.336], [2.628, -0.337, -1.761], [3.883, 1.850, 0.763], [3.075, 1.287, 2.220], [2.157, 2.180, 0.991], [2.204, -2.256, -1.300], [0.732, -1.443, -1.856], [0.768, -3.202, -1.676], [2.314, -3.147, 1.151], [1.066, -4.226, 0.528], [0.791, -3.347, 2.024], [-1.452, -1.558, -0.291], [-1.368, -2.663, 1.069], [-1.094, -3.270, -0.556], [-1.523, -0.793, 2.349], [-0.966, -0.903, 4.023], [-0.570, -2.189, 2.892], [-0.397, 1.585, 2.424], [1.230, 1.725, 3.093], [-0.071, 1.110, 4.104], [1.972, -1.949, 3.243], [1.430, -0.904, 4.554], [2.648, -0.328, 3.426], [-2.139, -3.500, -4.377], [-1.425, -1.781, -4.050], [-0.365, -1.309, -4.801], [0.138, -0.054, -4.498], [-0.433, 0.659, -3.457], [-1.456, 0.193, -2.745], [-1.956, -1.005, -3.032], [0.057, -1.910, -5.595], [0.968, 0.362, -5.053], [-0.058, 1.633, -3.167], [-2.776, -1.353, -2.416], [-5.608, -0.327, -1.127], [-4.483, 0.117, -0.956], [-4.142, 1.246, -1.400], [-3.591, -0.563, -0.364]], "forces_ev_per_angstrom": [[-0.1191, 0.1682, 0.0320], [0.0367, 0.0050, 0.0224], [-0.0675, -0.0314, -0.0408], [0.0112, 0.0128, 0.0069], [0.0124, 0.0105, 0.0084], [0.0141, 0.0092, 0.0128], [0.0763, -0.0397, -0.0832], [0.0099, 0.0141, 0.0091], [-0.0005, -0.0724, 0.0344], [-0.0024, -0.0371, 0.0192], [-0.0050, 0.0101, -0.0189], [0.0252, -0.0163, -0.0003], [-0.0261, 0.0007, 0.0310], [0.0641, 0.0838, 0.0304], [-0.1051, -0.0626, -0.0263], [-0.0061, -0.0009, -0.0282], [-0.0130, -0.0423, 0.0133], [0.0180, -0.0145, 0.0109], [-0.0128, -0.0049, -0.0080], [-0.0119, -0.0094, 0.0126], [-0.0013, 0.0062, 0.0199], [0.0070, -0.0371, -0.0143], [-0.0029, 0.0024, 0.0198], [0.0020, -0.0054, -0.0032], [-0.0101, -0.0145, -0.0148], [0.0101, 0.0062, -0.0602], [-0.0020, 0.0101, 0.0028], [-0.0018, 0.0075, 0.0008], [0.0150, 0.0593, 0.0120], [0.0034, -0.0025, 0.0009], [-0.0071, 0.0002, -0.0031], [-0.0178, -0.0007, 0.0104], [0.0014, -0.0152, 0.0117], [-0.0217, 0.0027, -0.0106], [-0.0038, -0.0008, 0.0002], [0.0104, 0.0061, -0.0089], [0.0052, -0.0004, -0.0003], [0.0434, -0.0103, -0.0388], [0.0112, -0.0172, -0.0168], [0.0025, 0.0062, -0.0190], [0.0041, -0.0014, -0.0018], [0.0095, 0.0159, 0.0192], [-0.0090, 0.0061, 0.0043], [-0.0343, 0.0515, 0.0147], [0.0095, -0.0008, 0.0078], [0.0185, 0.0140, -0.0339], [0.0035, -0.0030, 0.0083], [-0.0061, -0.0011, -0.0002], [-0.0005, -0.0028, 0.0045], [-0.0299, 0.0016, 0.0089], [-0.0094, -0.0191, -0.0073], [0.0071, 0.0224, 0.0157], [0.0088, -0.0245, -0.0185], [-0.0010, -0.0007, 0.0165], [0.0009, 0.0136, 0.0153], [0.0139, -0.0617, 0.0275], [0.0213, 0.0046, -0.0068], [0.0001, 0.0032, 0.0009], [0.0000, -0.0001, 0.0002], [0.0036, 0.0018, -0.0003], [-0.0010, -0.0054, 0.0012], [0.0911, 0.0911, 0.1098], [0.0506, -0.1597, -0.2930], [-0.0431, -0.0273, 0.1160], [-0.0498, 0.0962, 0.0648]], "nbo_charge": [1.01, -0.58, 0.18, 0.33, -0.40, -0.42, -0.02, 0.33, -0.09, -0.61, -0.37, -0.62, -0.61, 1.87, -1.47, -0.39, -0.61, -0.61, -0.62, -0.38, -0.61, -0.61, -0.61, 0.20, 0.20, 0.21, 0.19, 0.25, 0.21, 0.20, 0.20, 0.24, 0.20, 0.22, 0.20, 0.21, 0.20, 0.21, 0.24, 0.21, 0.20, 0.24, 0.20, 0.20, 0.26, 0.20, 0.19, 0.21, 0.20, 0.20, 0.06, -0.12, -0.20, -0.25, 0.06, -0.43, 0.02, 0.23, 0.22, 0.22, 0.24, -0.45, 0.71, -0.52, -0.57]}